[1]
{
  "formula": "C5H10O",
  "method": "the ωB97M-V functional and the def2-TZVPD basis",
  "species": ["O", "C", "C", "C", "C", "C", "H", "H", "H", "H", "H", "H", "H", "H", "H", "H"],
  "positions_angstrom": [[-2.0082, 0.1395, 0.7247], [-1.0321, 0.2390, -0.3154], [-0.2808, -1.1393, -0.4018], [1.1927, -0.8313, -0.0234], [1.2018, 0.5647, 0.6921], [-0.0166, 1.2974, -0.0198], [-2.5961, -0.5641, 0.4127], [-1.5560, 0.9422, -1.0667], [-0.6957, -1.8632, 0.3251], [-0.3606, -1.5950, -1.3872], [1.8078, -0.8104, -0.9331], [1.6315, -1.6220, 0.6098], [1.0832, 0.4156, 1.7671], [2.1848, 1.0390, 0.5323], [-0.9467, 2.0436, 0.0100], [0.3910, 1.7444, -0.9262]],
  "smiles": "OC1CCCC1",
  "lumo_ev": 1.01,
  "e_homo_ev": -9.7536,
  "total_energy_ev": -7392.35534,
  "de_lowest_kj_mol": 232.53
}


[2]
{
  "formula": "C9H10N2O",
  "method": "the ωB97M-V functional and the def2-TZVPD basis",
  "species": ["C", "C", "C", "C", "C", "C", "C", "C", "C", "H", "H", "H", "H", "H", "H", "H", "H", "H", "N", "N", "O", "H"],
  "positions_angstrom": [[-2.3227, 0.6210, -1.8542], [-1.6511, 0.4991, -0.8680], [-0.6758, 0.3529, 0.1519], [-0.9999, -0.1625, 1.4254], [-0.0955, 0.0954, 2.4698], [1.2733, 0.3274, 2.2076], [2.2041, 0.2931, 3.3304], [1.5785, 0.6859, 0.8747], [0.6877, 0.6584, -0.1605], [-2.8296, 0.6314, -2.7982], [-2.0346, -0.5267, 1.5957], [-0.4597, -0.0896, 3.5412], [2.9038, 1.0689, 3.4811], [1.6082, 0.1069, 4.1457], [2.8637, -0.6919, 3.2474], [2.6393, 0.6757, 0.6175], [0.9083, 1.1162, -1.1265], [-0.3841, -1.5058, -5.4142], [-0.8146, -0.5534, -5.0738], [-1.2646, -0.4643, -3.9847], [-1.2978, -1.6098, -3.3110], [-1.8368, -1.5282, -2.4973]],
  "smiles": "C#Cc1ccc(C)cc1.[H]/N=N\\O",
  "lumo_ev": 0.61,
  "e_homo_ev": -8.5637,
  "total_energy_ev": -14517.47575,
  "de_lowest_kj_mol": 622.13
}